Version a
# C9H18N2O4S

A molecular structure, C9H18N2O4S (the ωB97M-V functional and the def2-TZVPD basis, the OMol25 dataset).

Atoms and positions in Å:
1 C 0.4747 1.0624 -0.6846
2 C 0.9767 0.0260 0.2677
3 C 0.5309 0.6041 -2.1706
4 C -0.1506 1.6871 -3.1460
5 C -2.7467 2.6149 -3.8578
6 C 0.1469 -2.0530 1.3768
7 C -1.2184 -2.3702 1.9875
8 C 1.3017 -2.2820 2.4804
9 C 1.1141 -1.0878 3.5851
10 H 1.1388 2.6851 0.5062
11 H 2.2493 2.4495 -1.1087
12 H -0.7021 1.1040 -0.5552
13 H 1.4841 0.5558 -2.7525
14 H -0.1351 -0.2610 -2.2198
15 H -0.1731 1.3229 -4.2489
16 H 0.3813 2.6807 -2.9590
17 H -3.7970 2.6040 -3.6371
18 H -2.4437 3.8204 -3.9642
19 H -2.6947 2.0846 -4.7955
20 H -0.8043 -0.7133 0.0628
21 H 0.2819 -2.6179 0.4555
22 H 2.2397 -2.0882 1.9261
23 H 1.8680 -3.8875 3.7172
24 H 1.5154 -0.1408 3.2255
25 H 1.7206 -1.3853 4.5253
26 H 0.0508 -0.8601 4.0044
27 H -1.5910 -0.3618 2.0269
28 N 1.0861 2.4443 -0.5379
29 N -0.0461 -0.6792 0.9312
30 O 2.1411 -0.1535 0.5076
31 O -1.6336 -3.4855 2.1299
32 O 1.1487 -3.5613 3.0446
33 O -1.8201 -1.3785 2.4836
34 S -1.8940 1.6211 -2.6063

As for the highest occupied orbital energy: -8.882 eV. The molecular weight is 250.32 g/mol. For the LUMO energy, the calculation gives 0.306 eV.

Version b
# C9H18N2O4S

A single C9H18N2O4S molecule (the ωB97M-V functional and the def2-TZVPD basis, the OMol25 dataset).

Atoms and positions in Å:
1 O 3.4142 1.0830 -1.3882
2 N 1.8599 0.1525 0.7300
3 O 2.5263 1.4400 0.7158
4 O -1.5212 0.5463 -0.7944
5 O -0.5765 -1.8684 1.8457
6 C 3.3472 1.6782 -0.3288
7 C 0.6698 0.0272 0.1904
8 N 4.2689 2.6855 -0.2563
9 C 4.4129 3.4693 0.9454
10 C -0.5548 2.2124 0.7002
11 C -2.7351 -3.8293 -0.7428
12 C -0.2481 1.1386 -0.3550
13 C -3.5222 -2.5428 -1.0612
14 C -3.0334 -1.3907 -0.1764
15 C -1.6321 -0.9250 -0.6792
16 S -0.2095 -1.5397 0.2502
17 H 0.2031 -1.7351 2.4538
18 H 4.8097 2.8541 -1.0730
19 H 5.2596 4.1908 0.8452
20 H 3.5163 4.0140 1.1786
21 H 4.6802 2.8181 1.7593
22 H -1.5403 2.6924 0.5830
23 H -0.4939 1.7378 1.6827
24 H 0.2453 2.9611 0.6934
25 H -3.2511 -4.6356 -1.2790
26 H -2.8204 -4.0799 0.3077
27 H -1.6789 -3.7501 -1.0303
28 H 0.2520 1.6006 -1.2113
29 H -3.4061 -2.2958 -2.1347
30 H -4.5724 -2.7237 -0.9060
31 H -2.9522 -1.6708 0.8892
32 H -3.7276 -0.5388 -0.2887
33 H -1.5063 -1.2644 -1.7126
34 H 0.5165 -2.5119 -0.3528

As for the highest occupied orbital energy: -5.873 eV. The molecular weight is 250.32 g/mol. For the LUMO energy, the calculation gives 0.171 eV.

Quick one: least stable of them? version b

Version a
# C3H4BrNS

A molecular structure, C3H4BrNS (the ωB97M-V functional and the def2-TZVPD basis, the OMol25 dataset).

Atoms and positions in Å:
1 C -0.4680 1.9256 0.1246
2 C 1.3250 -0.6281 0.4108
3 C -1.2374 -0.5305 -0.4877
4 N -0.1564 3.0447 0.1064
5 S -0.3435 -1.2311 0.7616
6 Br -3.0811 -0.5268 -0.2256
7 H 1.5394 -0.5052 -0.6290
8 H 2.0901 -1.3623 0.5789
9 H 1.4504 0.2443 0.9433
10 H -1.1184 -0.4305 -1.5832

As for the highest occupied orbital energy (alpha / beta): -7.776 / -10.074 eV. The molecular weight is 166.04 g/mol. For the LUMO energy (alpha / beta), the calculation gives 0.548 / -4.024 eV. As for the spin multiplicity: 3.

Version b
# C3H4BrNS

A single C3H4BrNS molecule (the ωB97M-V functional and the def2-TZVPD basis, the OMol25 dataset).

Atoms and positions in Å:
1 C -1.7013 0.1671 -0.3891
2 C 0.4954 -0.5069 0.3965
3 C 1.5651 0.5986 0.0890
4 N -0.9432 -0.5175 0.2977
5 S 2.9084 0.0441 -0.4724
6 Br -3.5886 -0.3068 -0.4922
7 H 0.8235 -1.3104 -0.3313
8 H 0.6608 -0.8313 1.4241
9 H 1.3676 1.5901 0.3711
10 H -1.5877 1.0731 -0.8932

As for the highest occupied orbital energy (alpha / beta): -7.073 / -10.086 eV. The molecular weight is 166.04 g/mol. For the LUMO energy (alpha / beta), the calculation gives 0.806 / -2.607 eV. As for the spin multiplicity: 3.

Quick one: least stable of them? version a

Version a
# C15H18N4O4

2 unconnected molecules or ions with the total composition C15H18N4O4 (the ωB97M-V functional and the def2-TZVPD basis, the OMol25 dataset).

Atoms and positions in Å:
1 C -1.1468 0.5622 1.1472
2 C -2.1091 -0.4609 0.7581
3 C -0.7568 0.3239 2.5605
4 C -0.0977 -1.0638 2.7324
5 C -1.4842 0.3554 -1.5011
6 C -2.3949 0.9868 -2.5307
7 C -0.4371 -0.5816 -2.0988
8 C 0.7475 -0.7556 -1.2119
9 C 0.9942 -1.8633 -0.3954
10 C 2.0449 0.0744 -0.9904
11 C 2.8816 -0.4779 0.0619
12 C 2.3923 1.2781 -1.7284
13 C 3.9048 0.4490 0.5919
14 C 3.5128 1.9474 -1.3574
15 C 4.3187 1.5675 -0.2176
16 H -2.6176 2.2196 1.8282
17 H -1.6538 2.3542 0.2929
18 H -0.2792 0.4390 0.3895
19 H -1.5103 -0.0449 3.1420
20 H -0.1107 0.8967 3.0683
21 H 0.1951 -3.1417 3.6063
22 H -1.4552 -2.5109 2.8460
23 H -2.8272 -1.2427 -0.7784
24 H -0.9300 1.1750 -1.0417
25 H -1.0937 -1.6199 -2.1475
26 H -0.1966 -0.3021 -3.1510
27 H 0.3764 -2.6712 0.0514
28 H 1.5403 -1.4708 1.9036
29 H 1.8630 1.6573 -2.4533
30 H 4.7286 0.4196 1.3898
31 H 3.7545 2.9220 -1.6893
32 H 5.1666 2.1350 0.0443
33 H -4.1677 0.1671 -1.4819
34 N -1.7223 1.9397 1.1903
35 N -0.4994 -2.3958 2.8514
36 N -2.4220 -0.3747 -0.4672
37 N 2.2242 -1.6551 0.5801
38 O -2.6609 -1.3177 1.4677
39 O 1.1052 -0.9138 3.1530
40 O -1.8211 1.8732 -3.4624
41 O -3.8814 0.6046 -2.3861

As for the highest occupied orbital energy: -7.914 eV. The molecular weight is 318.33 g/mol. For the LUMO energy, the calculation gives -0.207 eV.

Version b
# C15H18N4O4

A single C15H18N4O4 molecule (the ωB97M-V functional and the def2-TZVPD basis, the OMol25 dataset).

Atoms and positions in Å:
1 N 0.3930 3.5481 0.8819
2 C 1.0707 2.4719 0.1058
3 C 2.1414 3.2106 -0.8498
4 C 2.5791 2.2651 -1.9112
5 C 2.4131 2.2379 -3.2283
6 N 3.0862 1.1377 -3.7299
7 C 3.6786 0.5129 -2.6837
8 N 3.3015 1.0704 -1.5564
9 C 1.9310 1.5075 0.9790
10 O 3.0127 1.8563 1.4904
11 N 1.3712 0.2156 1.0632
12 C -0.0197 -0.0569 0.5703
13 C -0.1746 -1.5015 1.0138
14 C -1.4875 -2.2201 0.7103
15 C -1.4395 -3.6421 0.6090
16 C -2.6063 -4.3437 0.3293
17 C -3.8962 -3.7503 0.0306
18 O -5.0640 -4.3964 -0.0422
19 C -3.9929 -2.3788 0.0697
20 C -2.6529 -1.6714 0.2634
21 C -0.9626 0.7508 1.4568
22 O -1.9712 1.2981 0.9549
23 O -0.5697 0.8606 2.6209
24 H -0.4554 3.1029 1.1153
25 H 0.9779 3.8069 1.7063
26 H 0.2969 1.9582 -0.3956
27 H 1.6299 4.1062 -1.2022
28 H 2.9662 3.4835 -0.0086
29 H 2.0147 3.0186 -3.8369
30 H 3.1402 0.7955 -4.6849
31 H 4.2951 -0.3818 -2.6252
32 H 1.4958 -0.1472 1.9738
33 H 0.0798 0.1718 -0.4963
34 H 0.6211 -2.0821 0.4848
35 H -0.1869 -1.4181 2.0670
36 H -0.4991 -3.9543 1.0365
37 H -2.5397 -5.4985 0.1763
38 H -5.0468 -5.2033 -0.5893
39 H -4.8777 -1.8134 -0.0516
40 H -2.7635 -0.6317 0.5594
41 H -0.9649 1.5842 3.1778

As for the highest occupied orbital energy: -8.569 eV. The molecular weight is 318.33 g/mol. For the LUMO energy, the calculation gives 0.344 eV.

Quick one: least stable of them? version a

Version a
# C2H6N3O2

2 unconnected molecules or ions with the total composition C2H6N3O2 (the ωB97M-V functional and the def2-TZVPD basis, the OMol25 dataset).

Atoms and positions in Å:
1 C 0.1574 -1.1990 0.3046
2 C -0.0152 1.2112 -0.1275
3 N 5.3140 -0.0501 0.2194
4 N 1.9738 0.2194 -0.2341
5 N 0.7445 -0.0195 -0.0351
6 O 4.3924 0.3486 -0.2021
7 O 2.8530 -0.6764 0.0001
8 H 0.0865 -1.3906 1.3372
9 H -0.8240 -1.4034 -0.2783
10 H 0.7837 -1.9409 -0.0735
11 H 0.5963 1.9417 0.3482
12 H -0.0504 1.6661 -1.1458
13 H -0.9852 0.9451 0.3241

The total charge is +1. As for the highest occupied orbital energy (alpha / beta): -14.779 / -14.785 eV. The molecular weight is 104.09 g/mol. For the LUMO energy (alpha / beta), the calculation gives -6.546 / -6.544 eV.

Version b
# C2H6N3O2

A gas-phase ion, C2H6N3O2 (charge +1) (the ωB97M-V functional and the def2-TZVPD basis, the OMol25 dataset).

Atoms and positions in Å:
1 N -0.9646 -2.1198 0.7544
2 C -0.4682 -0.7427 0.9222
3 C -0.0200 0.2624 -0.2323
4 N 0.6401 1.4107 -0.2154
5 N 1.1043 2.2069 -1.3513
6 O 0.8894 1.7589 -2.4275
7 O 1.6535 3.2114 -0.9963
8 H -0.6969 -2.6169 1.5824
9 H -0.3546 -2.6352 -0.0495
10 H -1.9476 -2.0977 0.5363
11 H -0.3344 -0.2638 1.9285
12 H -0.1617 -0.1929 -1.1501
13 H 0.6608 1.8187 0.6986

The total charge is +1. As for the highest occupied orbital energy: -13.366 eV. The molecular weight is 104.09 g/mol. For the LUMO energy, the calculation gives -4.393 eV.

Quick one: least stable of them? version a

Version a
# C2H6N3O2

A gas-phase ion, C2H6N3O2 (charge +1) (the ωB97M-V functional and the def2-TZVPD basis, the OMol25 dataset).

Atoms and positions in Å:
1 O 2.4784 -2.1593 -0.0148
2 C 1.3367 -2.0407 -0.3035
3 N 0.7042 -0.7861 -0.1945
4 N -0.5981 -0.4569 -0.5200
5 C -1.2728 0.6485 -0.2590
6 N -0.8469 1.6895 0.4325
7 O 0.4731 1.8003 0.8248
8 H 0.6598 -2.8345 -0.6514
9 H 1.2923 -0.0268 0.1452
10 H -1.0723 -1.1999 -1.0318
11 H -2.2883 0.6904 -0.6301
12 H -1.3871 2.5490 0.4615
13 H 0.5207 2.1267 1.7411

The total charge is +1. As for the highest occupied orbital energy: -13.966 eV. The molecular weight is 104.09 g/mol. For the LUMO energy, the calculation gives -3.926 eV.

Version b
# C2H6N3O2

2 unconnected molecules or ions with the total composition C2H6N3O2 (the ωB97M-V functional and the def2-TZVPD basis, the OMol25 dataset).

Atoms and positions in Å:
1 C 1.2359 0.5333 -0.7027
2 C -1.3431 0.2273 1.2202
3 N -0.6112 1.0129 1.9507
4 N 0.1359 -0.0882 -0.3492
5 N -0.2164 -1.1827 -1.1396
6 O 1.9686 0.1180 -1.6584
7 O -2.2620 -0.3234 0.7924
8 H 1.3611 1.3888 -0.1833
9 H 0.3585 1.0766 1.7173
10 H -0.9686 1.1010 2.9233
11 H -0.7000 -2.0370 -0.7141
12 H -0.5424 -0.9808 -2.0123
13 H 1.5835 -0.8458 -1.8441

The total charge is +1. As for the highest occupied orbital energy: -13.841 eV. The molecular weight is 104.09 g/mol. For the LUMO energy, the calculation gives -3.873 eV.

Quick one: least stable of them? version a

Version a
# C2H3NO2S

A single C2H3NO2S molecule (the ωB97M-V functional and the def2-TZVPD basis, the OMol25 dataset).

Atoms and positions in Å:
1 O 1.7087 -0.9060 0.8351
2 C 0.6253 -1.3407 0.5439
3 N -0.2751 -0.6472 -0.3313
4 O -1.3780 -1.3938 -0.8992
5 C -0.5315 0.6750 -0.5861
6 S 0.0489 1.9056 0.3281
7 H 0.1152 -2.2597 0.8781
8 H -0.9576 -2.0313 -1.5389
9 H -1.2223 0.7240 -1.5031

As for the highest occupied orbital energy: -8.904 eV. The molecular weight is 105.12 g/mol. For the LUMO energy, the calculation gives -0.525 eV.

Version b
# C2H3NO2S

2 unconnected molecules or ions with the total composition C2H3NO2S (the ωB97M-V functional and the def2-TZVPD basis, the OMol25 dataset).

Atoms and positions in Å:
1 C 0.1296 -0.9845 -0.7569
2 C -0.2592 -0.5898 0.4467
3 N -2.0075 1.4459 2.7751
4 O -1.9871 0.9855 3.8758
5 O -2.2772 2.4060 2.2072
6 S -1.9181 -0.5073 0.7321
7 H 1.0866 -1.0624 -1.1717
8 H -0.6171 -1.2780 -1.4867
9 H 0.3707 -0.0824 1.2369

As for the highest occupied orbital energy (alpha / beta): -9.233 / -8.504 eV. The molecular weight is 105.12 g/mol. For the LUMO energy (alpha / beta), the calculation gives -0.608 / -2.061 eV.

Version c
# C2H3NO2S

A single C2H3NO2S molecule (the ωB97M-V functional and the def2-TZVPD basis, the OMol25 dataset).

Atoms and positions in Å:
1 O -2.9518 -0.6635 -1.0974
2 N -3.1063 -0.2193 -0.0060
3 C -1.4854 0.5202 0.3645
4 O -1.6291 1.5830 0.8754
5 C -0.2795 -0.1943 -0.1607
6 S 0.7898 -1.0518 1.0440
7 H 0.0901 0.7105 -0.6770
8 H -0.6560 -0.8983 -0.9071
9 H -0.1317 -2.1033 1.1941

As for the highest occupied orbital energy: -8.533 eV. The molecular weight is 105.12 g/mol. For the LUMO energy, the calculation gives -0.442 eV.

Version d
# C2H3NO2S

A single C2H3NO2S molecule (the ωB97M-V functional and the def2-TZVPD basis, the OMol25 dataset).

Atoms and positions in Å:
1 O -0.8477 -1.8299 0.9016
2 C 0.0463 -1.0064 0.8538
3 N 0.0831 -0.0638 -0.2432
4 S -1.0389 -0.1024 -1.6240
5 C 0.7227 1.2603 -0.0551
6 O 1.5438 1.5103 0.8383
7 H 0.9649 -0.6178 1.4957
8 H -1.5704 -1.3591 -1.4396
9 H 0.0963 2.2087 -0.7274

As for the highest occupied orbital energy: -9.459 eV. The molecular weight is 105.12 g/mol. For the LUMO energy, the calculation gives 0.245 eV.

Quick one: least stable of them? version b